Run i
The following is a DFT calculation (wB97M-V/def2-TZVPD) of a cluster of 3 separate species, CH10N2O2 in total.

Each line ends with the Mulliken charge.
Cartesian coordinates (Å):
1 N 2.599 -1.996 -0.787  -0.527
2 C 2.152 -0.636 -0.930  -0.398
3 N 0.820 -0.219 -0.570  -0.502
4 H 2.610 -2.186 0.217  0.214
5 H 2.192 -2.779 -1.268  0.204
6 H 2.871 0.027 -0.440  0.327
7 H 2.305 -0.317 -1.972  0.293
8 H 0.033 -0.827 -0.706  0.188
9 H 0.716 0.207 0.332  0.200
10 O -3.333 1.326 -3.824  -0.643
11 H -4.118 1.676 -3.352  0.325
12 H -2.881 2.022 -4.272  0.318
13 O -1.322 1.213 5.758  -0.640
14 H -0.789 0.555 5.285  0.319
15 H -2.215 0.840 5.690  0.322

Values from the calculation:
net charge	0
structure (SMILES)	NCN.O.O
HOMO	-8.82	eV

---

Run ii
The following is a DFT calculation (wB97M-V/def2-TZVPD) of a cluster of 3 separate species, CH10N2O2 in total.

Each line ends with the Mulliken charge.
Cartesian coordinates (Å):
1 N -1.352 0.241 0.949  -0.558
2 C -0.811 0.251 -0.446  -0.273
3 N -1.260 -0.652 -1.506  -0.589
4 H -2.112 -0.416 1.085  0.218
5 H -0.594 -0.073 1.548  0.219
6 H 0.222 -0.060 -0.336  0.223
7 H -0.875 1.266 -0.822  0.274
8 H -2.239 -0.926 -1.440  0.232
9 H -0.818 -1.551 -1.368  0.262
10 O 2.228 -0.376 -2.567  -0.634
11 H 1.536 -0.900 -2.985  0.319
12 H 2.743 -0.018 -3.297  0.312
13 O 0.740 0.547 3.401  -0.641
14 H 0.837 1.330 2.845  0.326
15 H 0.836 0.849 4.317  0.312

Values from the calculation:
net charge	0
structure (SMILES)	NCN.O.O
HOMO	-9.14	eV

---

The structure with the least stability is run i.